{
  "formula": "C37H88F24N5O2P4",
  "method": "wB97M-V/def2-TZVPD",
  "elements": ["C", "C", "C", "N", "C", "C", "C", "C", "C", "C", "H", "H", "H", "H", "H", "H", "H", "H", "H", "H", "H", "H", "H", "H", "H", "H", "H", "H", "H", "H", "C", "C", "C", "N", "C", "C", "C", "C", "C", "C", "H", "H", "H", "H", "H", "H", "H", "H", "H", "H", "H", "H", "H", "H", "H", "H", "H", "H", "H", "H", "C", "C", "C", "N", "C", "C", "C", "C", "C", "C", "H", "H", "H", "H", "H", "H", "H", "H", "H", "H", "H", "H", "H", "H", "H", "H", "H", "H", "H", "H", "C", "N", "C", "C", "C", "C", "O", "H", "H", "H", "H", "H", "H", "H", "H", "H", "H", "H", "H", "H", "H", "C", "N", "C", "C", "C", "C", "O", "H", "H", "H", "H", "H", "H", "H", "H", "H", "H", "H", "H", "H", "H", "P", "F", "F", "F", "F", "F", "F", "P", "F", "F", "F", "F", "F", "F", "P", "F", "F", "F", "F", "F", "F", "P", "F", "F", "F", "F", "F", "F"],
  "coordinates": [[3.2377, 0.5434, -5.8173], [2.9356, 1.9220, -5.2512], [3.9176, 3.0937, -5.3572], [3.2983, 4.4877, -5.2608], [4.3929, 5.5729, -5.2770], [5.2746, 5.6106, -3.9692], [4.4143, 5.8181, -2.7607], [3.2528, 4.7244, -2.6530], [2.4537, 4.5643, -3.8975], [2.4034, 4.7616, -6.5164], [2.3536, -0.0873, -5.7237], [4.1079, 0.0736, -5.3590], [3.4223, 0.7118, -6.8782], [2.8468, 1.6844, -4.1912], [2.0057, 2.2654, -5.7046], [4.5069, 3.0859, -6.2741], [4.7601, 2.9073, -4.6912], [4.9417, 5.2463, -6.1603], [3.8354, 6.4822, -5.5015], [6.0269, 4.8321, -3.8424], [5.8476, 6.5011, -4.2277], [4.9388, 5.8799, -1.8072], [3.9202, 6.7838, -2.8668], [3.7728, 3.8169, -2.3461], [2.5811, 4.8792, -1.8087], [1.6598, 3.8187, -3.8538], [1.7995, 5.4351, -3.9402], [1.5387, 4.1113, -6.3841], [3.0360, 4.3610, -7.3086], [2.0381, 5.7873, -6.4660], [0.2157, 4.9458, 6.2548], [1.5170, 4.3055, 6.7559], [1.5216, 2.7617, 6.6735], [2.9042, 2.1011, 6.8494], [2.6647, 0.6219, 7.2460], [1.9404, -0.1648, 6.2031], [2.6643, -0.0559, 4.8425], [2.8935, 1.3717, 4.3583], [3.6337, 2.1869, 5.4705], [3.7060, 2.7544, 7.9983], [0.2817, 6.0271, 6.1345], [-0.5759, 4.8103, 6.9917], [-0.0504, 4.5948, 5.2577], [1.7463, 4.7058, 7.7435], [2.3151, 4.8463, 6.2472], [1.0745, 2.4383, 5.7335], [0.9687, 2.3876, 7.5351], [1.9093, 0.5430, 8.0279], [3.4956, 0.1145, 7.7362], [0.8905, 0.1279, 6.2157], [1.9075, -1.2220, 6.4662], [2.0771, -0.6079, 4.1086], [3.6286, -0.4792, 5.1237], [1.9743, 1.8317, 3.9953], [3.5136, 1.5852, 3.4877], [3.5363, 3.2367, 5.1937], [4.6971, 2.0557, 5.6703], [3.9353, 3.7689, 7.6722], [4.5960, 2.1587, 8.2008], [3.0942, 2.6674, 8.8962], [-3.7472, -6.6498, -1.4016], [-3.4641, -5.2954, -1.9353], [-4.7057, -4.5031, -2.2699], [-4.3403, -3.1521, -3.0706], [-3.4018, -3.4648, -4.2964], [-4.1817, -4.3591, -5.3467], [-5.4360, -3.6499, -5.8342], [-6.3902, -3.3463, -4.6134], [-5.6932, -2.4895, -3.5348], [-3.4835, -2.1510, -2.1946], [-4.2271, -7.1275, -2.2557], [-4.4423, -6.5922, -0.5640], [-2.8705, -7.2457, -1.1478], [-2.8354, -5.4151, -2.8176], [-2.8314, -4.7248, -1.2554], [-5.2591, -4.3426, -1.3447], [-5.3780, -5.1710, -2.8084], [-2.4709, -3.8445, -3.8752], [-3.0861, -2.5175, -4.7335], [-4.4863, -5.2790, -4.8477], [-3.5608, -4.6273, -6.2015], [-5.9655, -4.3041, -6.5269], [-5.2964, -2.7312, -6.4039], [-6.9068, -4.2165, -4.2085], [-7.2931, -2.8537, -4.9742], [-6.3970, -2.3849, -2.7090], [-5.4418, -1.5021, -3.9218], [-4.1406, -1.7686, -1.4136], [-3.2277, -1.4055, -2.9476], [-2.5258, -2.5495, -1.8598], [-4.0818, -2.6262, 5.5948], [-3.1314, -3.5998, 4.8236], [-3.5411, -4.9616, 5.2273], [-3.4745, -3.4113, 3.3238], [-1.6681, -3.2498, 5.2617], [-0.5393, -4.0200, 4.5122], [-0.4408, -3.5756, 3.1694], [-3.6428, -1.6484, 5.3968], [-4.0428, -2.9294, 6.6410], [-5.0792, -2.5270, 5.1665], [-2.9974, -5.6825, 4.6167], [-4.5723, -5.0823, 4.8954], [-3.5210, -5.0543, 6.3132], [-3.5369, -2.3606, 3.0408], [-4.4916, -3.6999, 3.0586], [-2.7375, -3.8349, 2.6415], [-1.8330, -3.5402, 6.2993], [-1.5205, -2.1748, 5.1586], [-0.4880, -5.1016, 4.6374], [0.4153, -3.8161, 4.9971], [0.3785, -3.9172, 2.8039], [1.0694, -0.9820, -1.3825], [0.6698, 0.2086, -0.4523], [1.6687, 0.3652, 0.6917], [0.7467, 1.5310, -1.3127], [-0.7240, -0.0296, 0.0765], [-0.9474, -1.2428, 0.9930], [-1.1739, -2.3966, 0.1672], [0.5214, -0.7862, -2.3041], [0.9311, -1.9329, -0.8680], [2.1110, -0.8539, -1.6771], [1.8129, -0.4832, 1.3608], [1.4254, 1.1529, 1.4047], [2.5609, 0.7148, 0.1723], [0.4035, 2.3662, -0.7022], [0.2927, 1.6289, -2.2988], [1.7810, 1.7408, -1.5853], [-1.3910, -0.1226, -0.7806], [-0.7481, 0.9027, 0.6407], [-1.8238, -1.1464, 1.6339], [-0.0087, -1.4404, 1.5106], [-1.8627, -3.0211, 0.4064], [5.4991, 1.1113, -1.6817], [5.6165, -0.4469, -1.5825], [4.9517, 1.1245, -0.1310], [7.1181, 1.1681, -1.2462], [5.5751, 2.7326, -1.6275], [5.8473, 1.1607, -3.2650], [3.9683, 1.0851, -2.1024], [-2.6831, 2.6684, -3.3717], [-3.3892, 2.5233, -4.8151], [-1.3835, 1.9226, -3.8688], [-1.8376, 4.0325, -3.9076], [-2.0747, 2.6786, -1.7878], [-4.0198, 3.3837, -2.8847], [-3.4533, 1.2613, -3.0434], [0.1382, -3.3208, -4.5230], [0.8270, -2.3286, -5.5894], [1.0614, -4.5582, -5.0813], [1.3471, -2.9818, -3.4892], [-0.2977, -4.2527, -3.3031], [-0.9269, -1.9970, -4.2462], [-0.9685, -4.0243, -5.5964], [-2.0817, 1.5819, 4.0034], [-2.0868, -0.0289, 4.2596], [-0.6727, 1.4049, 3.1884], [-2.8938, 1.6019, 2.5664], [-2.0376, 3.1821, 3.8784], [-3.3639, 1.7502, 4.9108], [-1.2589, 1.7764, 5.3832]],
  "mulliken_charge": [-1.64, 0.43, -0.56, 0.11, -0.73, -0.55, -1.05, 0.23, -0.96, -0.96, 0.38, 0.29, 0.45, -0.32, 0.19, 0.55, 0.40, 0.45, 0.41, 0.38, 0.39, 0.42, 0.41, -0.39, 0.65, 0.57, 0.36, 0.38, 0.37, 0.38, -1.31, -0.88, 0.01, 0.67, -1.11, -0.33, -0.57, -0.08, -1.05, -1.07, 0.43, 0.34, 0.26, 0.43, 0.40, -0.24, 0.51, 0.38, 0.31, -0.05, 0.69, 0.31, 0.31, 0.08, 0.54, 0.41, 0.37, 0.40, 0.36, 0.38, -1.80, 0.67, -0.90, 0.54, -0.57, -0.72, -0.71, -0.78, -0.63, -1.02, 0.36, 0.42, 0.43, 0.10, -0.08, 0.51, 0.41, -0.02, 0.76, 0.19, 0.39, 0.44, 0.33, 0.35, 0.47, 0.39, 0.41, 0.45, 0.48, 0.06, -1.19, 3.19, -1.96, -1.92, -1.05, -2.46, 1.03, 0.20, 0.39, 0.29, 0.47, 0.19, 0.39, -0.05, 0.64, 0.29, 0.87, -0.05, 0.37, 0.62, -0.14, -1.17, 0.89, -0.93, -0.52, -0.41, 0.18, -0.28, 0.32, 0.33, 0.41, 0.41, 0.41, 0.13, 0.36, 0.03, 0.09, 0.23, 0.52, 0.31, -0.40, 0.10, 1.32, -0.37, -0.41, -0.38, -0.33, -0.41, -0.43, 1.27, -0.40, -0.35, -0.43, -0.37, -0.37, -0.38, 1.29, -0.41, -0.38, -0.35, -0.39, -0.34, -0.38, 1.31, -0.38, -0.40, -0.36, -0.42, -0.41, -0.35],
  "e_tot_ev": -153730.42164,
  "gap_ev": [2.0, 10.3],
  "e_lumo_ev": [-0.374, -0.392],
  "multiplicity": 2
}

{
  "formula": "C37H92BO21",
  "method": "wB97M-V/def2-TZVPD",
  "elements": ["O", "C", "O", "B", "O", "C", "O", "O", "C", "O", "C", "O", "O", "C", "C", "C", "O", "H", "H", "H", "H", "H", "H", "H", "H", "C", "C", "C", "O", "H", "H", "H", "H", "H", "H", "H", "H", "C", "C", "C", "O", "H", "H", "H", "H", "H", "H", "H", "H", "C", "C", "C", "O", "H", "H", "H", "H", "H", "H", "H", "H", "C", "C", "C", "O", "H", "H", "H", "H", "H", "H", "H", "H", "C", "C", "C", "O", "H", "H", "H", "H", "H", "H", "H", "H", "C", "C", "C", "O", "H", "H", "H", "H", "H", "H", "H", "H", "C", "C", "C", "O", "H", "H", "H", "H", "H", "H", "H", "H", "C", "C", "C", "O", "H", "H", "H", "H", "H", "H", "H", "H", "C", "C", "O", "H", "H", "H", "H", "H", "H", "C", "C", "O", "H", "H", "H", "H", "H", "H", "C", "O", "H", "H", "H", "H", "C", "O", "H", "H", "H", "H"],
  "coordinates": [[-0.7230, -4.1818, -0.3196], [-0.3934, -3.0028, -0.3160], [-1.0076, -1.9937, 0.1839], [-0.1526, -0.7882, 0.0032], [0.9951, -1.2022, -0.8569], [0.9430, -2.4815, -1.0035], [1.7628, -3.1639, -1.6515], [0.3972, -0.3835, 1.3175], [0.1054, 0.9310, 1.4874], [0.4217, 1.6470, 2.4251], [-0.7273, 1.4379, 0.2933], [-0.8295, 0.4103, -0.5396], [-1.2268, 2.5524, 0.1645], [4.8926, -4.1862, -2.7281], [5.3362, -2.9550, -1.9695], [6.6488, -2.3451, -2.6301], [4.4002, -1.9026, -2.1299], [5.4971, -5.0649, -2.5031], [5.0787, -4.0384, -3.7919], [3.8795, -4.5438, -2.5445], [5.4073, -3.1453, -0.8986], [6.9481, -1.3973, -2.1827], [6.5327, -2.1914, -3.7029], [7.4894, -3.0361, -2.5660], [3.5028, -2.1872, -1.9417], [-0.8803, 4.4863, -2.9283], [0.5135, 5.1537, -3.3018], [1.5292, 4.0921, -3.7214], [0.3528, 6.0207, -4.4022], [-1.1115, 3.7149, -3.6628], [-1.6680, 5.1737, -2.6198], [-0.6771, 3.8940, -2.0361], [0.8200, 5.7532, -2.4447], [2.5769, 4.3821, -3.8017], [1.2900, 3.7128, -4.7149], [1.5667, 3.2990, -2.9747], [-0.4066, 6.5494, -4.1465], [4.6052, -6.9240, 0.2085], [3.1604, -7.0547, 0.6336], [2.2061, -6.0533, -0.0837], [2.6924, -8.3347, 0.3509], [4.7851, -7.2407, -0.8189], [5.1646, -7.6004, 0.8548], [5.0251, -5.9230, 0.3069], [3.1144, -6.9284, 1.7153], [1.1370, -6.2459, 0.0056], [2.4840, -6.0389, -1.1376], [2.3835, -5.0334, 0.2577], [1.8557, -8.4685, 0.8020], [-4.0645, 4.3296, 2.2111], [-3.5801, 3.0031, 2.7130], [-2.3838, 3.0702, 3.6759], [-4.5467, 2.3357, 3.4647], [-3.2204, 4.8584, 1.7685], [-4.3568, 4.9441, 3.0626], [-4.9177, 4.2015, 1.5449], [-3.2828, 2.4589, 1.8166], [-2.5532, 3.6860, 4.5592], [-1.5043, 3.4204, 3.1355], [-2.1250, 2.1332, 4.1690], [-4.8261, 2.9053, 4.1852], [-1.8137, 0.3139, -6.0463], [-0.9192, 1.2001, -5.1348], [-0.5519, 0.5346, -3.7840], [0.2000, 1.4893, -5.9265], [-1.3092, -0.6279, -6.2624], [-2.0702, 0.7759, -6.9997], [-2.6748, -0.0532, -5.4879], [-1.3823, 2.1548, -4.8854], [-0.2528, 1.2954, -3.0629], [0.2791, -0.1483, -3.9605], [-1.3248, -0.1109, -3.3667], [-0.0639, 1.8412, -6.7798], [-3.6677, -2.5991, 2.0423], [-3.6934, -1.0878, 2.1751], [-3.9775, -0.3114, 0.8509], [-4.5479, -0.6608, 3.2435], [-3.5174, -3.1133, 2.9916], [-2.7344, -2.7572, 1.5018], [-4.5210, -3.0559, 1.5410], [-2.7304, -0.6945, 2.5009], [-4.9406, -0.5493, 0.3993], [-3.1238, -0.4375, 0.1850], [-4.0315, 0.7338, 1.1554], [-4.4692, 0.2952, 3.2055], [3.3772, 1.6294, -0.6545], [4.4520, 0.9106, 0.2113], [3.7927, -0.2200, 0.9982], [5.4616, 0.3773, -0.6348], [2.5788, 2.1387, -0.1149], [2.9101, 0.9235, -1.3412], [3.8414, 2.3417, -1.3367], [4.8714, 1.6572, 0.8856], [3.4642, -1.0055, 0.3176], [2.9445, 0.0649, 1.6207], [4.5120, -0.6740, 1.6798], [5.1222, -0.3383, -1.1773], [1.3796, 2.1559, 7.1834], [0.8862, 2.5481, 5.7828], [0.5843, 4.0834, 5.6178], [1.8455, 2.1879, 4.7810], [1.4565, 1.0707, 7.2511], [0.6478, 2.4366, 7.9410], [2.3837, 2.5186, 7.4029], [-0.0342, 1.9794, 5.6507], [0.5301, 4.4010, 4.5765], [1.3294, 4.6635, 6.1624], [-0.3168, 4.4565, 6.1045], [1.3089, 2.1161, 3.9883], [-3.7053, -6.7357, -2.8441], [-2.8861, -5.8991, -1.8713], [-3.8073, -5.3341, -0.7499], [-1.8983, -6.7323, -1.3101], [-4.3851, -7.3932, -2.3022], [-3.0490, -7.3480, -3.4625], [-4.3263, -6.0669, -3.4400], [-2.3743, -5.0729, -2.3649], [-4.4667, -4.5234, -1.0597], [-3.1846, -4.8240, -0.0150], [-4.4031, -6.0555, -0.1907], [-1.3077, -6.1875, -0.7847], [-4.5379, 2.5104, -1.5934], [-3.8009, 1.5714, -2.5662], [-4.6499, 0.7898, -3.3963], [-5.0506, 1.9192, -0.8347], [-5.2024, 3.1981, -2.1166], [-3.7801, 3.1205, -1.1018], [-3.0485, 1.0259, -1.9966], [-3.1115, 2.1293, -3.1999], [-5.1350, 1.4877, -3.8427], [2.3593, 4.4424, 1.5960], [2.8627, 5.8037, 1.8915], [2.3612, 6.5796, 0.8587], [2.6847, 3.7265, 2.3508], [2.6613, 4.2714, 0.5627], [1.2714, 4.3996, 1.6492], [3.9464, 5.8950, 1.9643], [2.4248, 6.1270, 2.8359], [2.8789, 7.3879, 0.8750], [-1.7740, -5.9681, 3.0772], [-0.9842, -5.5325, 4.2188], [-2.7921, -5.5863, 3.1522], [-1.3219, -5.5646, 2.1711], [-1.7465, -7.0574, 3.1007], [-0.1371, -5.9837, 4.2016], [-1.0084, 5.7707, 0.4822], [-0.5202, 7.0698, 0.6742], [-1.0548, 5.1580, 1.3825], [-1.9696, 5.8360, -0.0276], [-0.2635, 5.2665, -0.1335], [0.4050, 7.0082, 0.9229]],
  "mulliken_charge": [-0.35, 0.43, -0.01, 0.61, -0.89, 0.30, -0.89, -0.80, 0.12, -0.96, 0.25, 0.52, -0.44, -1.21, 0.82, -1.48, -0.47, 0.36, 0.34, 0.21, 0.17, 0.35, 0.32, 0.40, 0.18, -0.43, 0.66, -1.01, -0.63, 0.09, 0.52, -0.44, 0.19, 0.38, 0.30, -0.04, 0.36, -1.35, 0.49, -0.21, -0.60, 0.33, 0.37, 0.29, 0.22, -0.08, 0.07, 0.12, 0.33, -1.51, 2.42, -1.19, -0.61, 0.01, 0.51, 0.35, -1.07, 0.50, -0.25, 0.42, 0.39, -1.65, 1.12, -0.90, -0.56, 0.39, 0.42, 0.32, -0.30, -0.02, 0.56, 0.16, 0.34, -0.81, 0.83, 0.14, -0.71, 0.30, -0.12, 0.43, -0.06, 0.49, -0.15, -0.63, 0.36, -0.38, 0.06, -0.55, -0.62, -0.15, 0.05, 0.57, 0.36, -0.28, 0.20, 0.38, 0.41, -1.67, 1.18, -1.09, -0.57, 0.42, 0.37, 0.35, -0.05, 0.12, 0.38, 0.32, 0.40, -1.54, 0.93, -0.97, -0.62, 0.33, 0.40, 0.36, 0.06, 0.39, 0.03, 0.36, 0.20, -0.75, 0.94, -0.56, 0.16, 0.56, -0.09, -0.43, -0.11, 0.35, -0.37, -0.57, -0.47, 0.42, 0.22, -0.19, 0.44, 0.27, 0.22, -0.32, -0.53, 0.20, 0.05, 0.36, 0.28, 0.40, -0.72, -0.27, 0.33, -0.06, 0.36],
  "e_tot_ev": -83539.46690,
  "gap_ev": [3.0, 7.1],
  "e_lumo_ev": [3.738, 3.738],
  "multiplicity": 2,
  "total_charge": -2
}